The molecule C3H5NO3, computed with ωB97M-V with the def2-TZVPD basis set.

The geometry in XYZ format:
```
12
Properties=species:S:1:pos:R:3:mulliken_charge:R:1
N -1.8209 -0.3641 0.0196 -0.51
C -0.6770 0.4308 0.4403 -0.25
C 0.3683 -0.6549 0.5115 0.48
O 0.4485 -1.4807 1.3661 -0.49
O 1.1321 -0.8103 -0.6672 -0.27
C 1.9391 0.2294 -0.9235 0.14
O 2.0395 1.1979 -0.2166 -0.48
H -2.4782 0.1144 -0.5720 0.20
H -2.2606 -0.8411 0.7942 0.20
H -0.4478 1.1829 -0.3174 0.38
H -0.7432 0.9440 1.4135 0.23
H 2.5002 0.0517 -1.8484 0.37
```

The calculation puts the HOMO-LUMO gap at 10.70 eV. The calculation puts the LUMO energy at 0.8 eV. The energy relative to the best compared isomer or geometry (same formula, charge and spin) is 1.383 eV.

A structure of composition C46H47BiF6N8O6PS7 at a distorted geometry, computed with ωB97M-V with the def2-TZVPD basis set.

The geometry in XYZ format:
```
122
Properties=species:S:1:pos:R:3:mulliken_charge:R:1
Bi 0.0557 -1.2344 -0.1604 1.59
F -3.4908 -5.1751 -3.0447 -0.22
C -2.1803 -5.4609 -2.9794 0.51
F -1.9679 -6.7276 -3.3671 -0.19
F -1.5302 -4.6438 -3.8240 -0.22
S -1.4296 -5.0094 -1.2574 1.23
O -1.1259 -3.5985 -1.3642 -0.40
O -2.3228 -5.3912 -0.2069 -0.75
N -0.1020 -5.8544 -1.0409 -0.59
S 1.3211 -5.9441 -1.7026 0.94
O 2.2074 -5.5998 -0.6034 -0.65
O 1.4839 -5.3861 -2.9957 -0.66
C 1.5051 -7.8369 -2.0286 0.58
F 2.0575 -8.3628 -0.9248 -0.21
F 2.3049 -8.0148 -3.0589 -0.21
F 0.3357 -8.4018 -2.2815 -0.19
N 0.8999 0.4658 1.0321 -0.72
S 0.1788 1.7674 1.3741 1.31
N -0.8476 2.6475 0.4623 0.40
S -1.4639 3.1430 -0.8533 0.93
N -1.8042 2.2226 -2.0745 0.21
S -1.3620 0.8761 -2.7856 1.61
N -0.5114 -0.1323 -2.0875 -0.73
C -2.9560 0.2426 -3.3276 0.27
C -3.8741 1.0304 -4.0654 -0.30
C -4.9406 0.4318 -4.7109 -1.01
C -5.1807 -0.9427 -4.5329 -0.66
C -4.3598 -1.6559 -3.6913 -0.73
C -3.2353 -1.0764 -3.0726 -0.12
C -0.6519 1.6024 -4.2351 0.23
C 0.3727 0.9109 -4.8747 -0.34
C 0.9440 1.4123 -6.0579 -0.66
C 0.4661 2.6108 -6.5720 -0.58
C -0.5519 3.2868 -5.9122 -1.04
C -1.0847 2.8119 -4.7069 -0.39
C -3.0907 3.7912 -0.4326 -0.35
C -3.3976 5.0897 0.0141 0.22
C -4.7580 5.5337 0.1834 -0.93
C -5.7873 4.6448 -0.1761 -0.62
C -5.4627 3.3205 -0.5544 -0.72
C -4.1395 2.9051 -0.6226 -0.68
C -0.5407 4.5183 -1.4373 0.99
C -1.1929 5.5879 -2.0393 -0.48
C -0.4326 6.5471 -2.6912 -0.96
C 0.9409 6.4514 -2.7181 -0.69
C 1.5990 5.5271 -1.8722 -0.95
C 0.8683 4.4877 -1.3250 -0.45
C 1.3890 2.9516 1.8136 -0.42
C 2.7414 2.6362 1.8693 -0.04
C 3.6955 3.6139 2.1292 -0.70
C 3.3208 4.9319 2.3960 -0.68
C 1.9687 5.2597 2.3203 -0.62
C 0.9930 4.3152 2.0568 -0.13
C -0.7811 1.7758 2.8748 0.77
C -1.8421 2.6592 3.0737 0.00
C -2.5970 2.4942 4.2223 -0.86
C -2.4001 1.3987 5.0728 -0.66
C -1.2467 0.6091 4.9276 -0.82
C -0.4588 0.7896 3.8206 -0.80
H -3.7538 2.0537 -4.1594 0.64
H -5.7088 0.9180 -5.2679 0.42
H -6.0321 -1.3921 -4.9861 0.45
H -4.4294 -2.7133 -3.5025 0.52
H -2.5572 -1.6918 -2.4701 0.31
H 0.7280 -0.0319 -4.5229 0.50
H 1.7855 0.8152 -6.5306 0.36
H 0.8592 3.0203 -7.4752 0.46
H -0.8916 4.2112 -6.3722 0.43
H -1.8217 3.3871 -4.2108 0.42
H -2.6572 5.8743 0.1194 0.65
H -4.9502 6.5545 0.6721 0.36
H -6.7983 4.9834 -0.2680 0.46
H -6.2466 2.5803 -0.7361 0.47
H -3.9247 1.8726 -0.7739 0.55
H -2.2910 5.6544 -1.9987 0.55
H -0.8906 7.3037 -3.3131 0.41
H 1.5112 7.0846 -3.3766 0.47
H 2.6491 5.5861 -1.7527 0.53
H 1.3338 3.5710 -0.8557 0.42
H 3.0831 1.6177 1.6173 0.39
H 4.6964 3.2628 2.0259 0.50
H 4.0465 5.7096 2.5452 0.42
H 1.7385 6.3214 2.5574 0.39
H -0.0703 4.5851 2.1227 0.23
H -2.0822 3.4986 2.4049 0.11
H -3.4240 3.1728 4.3501 0.45
H -3.1000 1.1276 5.8487 0.43
H -0.9790 -0.2047 5.5518 0.55
H 0.3879 0.1623 3.6073 0.77
O 2.6332 -2.7261 -0.6461 -0.54
H 2.4516 -3.6769 -0.8652 0.32
H 3.0066 -2.3281 -1.4862 0.27
C 5.9622 -2.3209 4.4426 -0.92
N 5.6309 -3.6103 5.0121 0.15
C 5.9528 -4.7112 4.1547 -0.89
N 5.2808 -4.6001 2.8300 0.05
C 5.6212 -3.2660 2.2306 -0.76
N 5.3129 -2.1584 3.1098 0.12
C 3.9211 -1.9308 3.2823 -0.62
P 2.9812 -3.3487 4.0803 0.22
C 4.2392 -3.5953 5.5086 -0.90
C 3.8081 -4.7148 2.9654 -0.42
H 7.0450 -2.2180 4.2548 0.28
H 5.6615 -1.4679 5.0520 0.40
H 5.7097 -5.6912 4.5909 0.35
H 7.0191 -4.8419 3.8680 0.28
H 5.0116 -3.1836 1.2662 0.24
H 6.6833 -3.2453 1.9849 0.32
H 3.4784 -1.7706 2.3111 0.35
H 3.7279 -0.9709 3.8234 0.44
H 4.0719 -4.5125 5.9845 0.47
H 4.0568 -2.8715 6.2996 0.39
H 3.2579 -4.5369 2.0240 0.03
H 3.5352 -5.7256 3.3486 0.48
C -3.4497 -3.9888 2.8701 -0.82
O -3.3987 -2.8740 1.9471 -0.30
C -2.2639 -2.3657 1.5374 0.25
S -0.7975 -2.7982 2.1828 -0.23
S -2.4665 -1.0452 0.5263 -0.26
H -4.4687 -4.3176 2.7928 0.28
H -3.2854 -3.6062 3.8526 0.34
H -2.6879 -4.7292 2.6395 0.38
```

The calculation puts the HOMO-LUMO gap at 5.93 eV. The calculation puts the LUMO energy at -3.1 eV. The energy relative to the best compared isomer or geometry (same formula, charge and spin) is 0.254 eV. Its net charge is +1.

A structure of composition C8H15N4O2S at a distorted geometry, computed with ωB97M-V with the def2-TZVPD basis set.

The geometry in XYZ format:
```
30
Properties=species:S:1:pos:R:3:mulliken_charge:R:1
C 0.4161 0.1230 0.4129 0.60
C 0.7334 -1.2598 -0.0686 0.59
C -1.5515 -0.5869 1.6816 -0.68
C -0.6711 1.6676 1.8314 -0.94
C -2.5935 -0.1962 0.6582 -0.56
C -1.6807 2.2093 0.8187 -0.60
C 3.7865 -1.1907 -2.0616 -1.40
C 2.5763 -1.9377 -1.6759 -0.28
N 1.0848 1.0834 -0.1049 -0.63
N -0.4631 0.3455 1.4266 0.06
N 1.6001 -1.0540 -1.0809 0.16
N -2.8687 1.2600 0.7546 -0.13
O 0.3353 -2.3602 0.3519 -0.69
O 0.0381 0.5735 -2.4824 -0.60
S 1.6329 0.5396 -1.6182 0.37
H -1.8858 -0.4238 2.7660 0.36
H -1.3693 -1.6559 1.5021 0.29
H 0.3152 2.1123 1.6787 0.46
H -0.8729 1.7794 2.8214 0.38
H -2.1124 -0.4757 -0.3656 0.31
H -3.5524 -0.7046 0.8137 0.42
H -2.0191 3.1908 0.7923 0.53
H -1.1408 2.1682 -0.1477 0.36
H 3.5917 -0.5590 -2.9684 0.47
H 4.2831 -0.6105 -1.2833 0.36
H 4.5152 -1.9597 -2.2852 0.38
H 2.0552 -2.2783 -2.6495 0.25
H 2.6608 -2.8027 -1.0146 0.40
H -3.4179 1.6634 -0.0947 0.40
H -3.4255 1.3397 1.5915 0.36
```

The calculation puts the HOMO-LUMO gap at 8.70 eV. The calculation puts the LUMO energy at -3.8 eV. The energy relative to the best compared isomer or geometry (same formula, charge and spin) is 2.962 eV. Its net charge is +1.

A cluster of 3 separate species, C4H13NO3 in total at a distorted geometry, computed with ωB97M-V with the def2-TZVPD basis set.

The geometry in XYZ format:
```
21
Properties=species:S:1:pos:R:3:lowdin_spin:R:1
N 0.1845 -1.2643 1.4999 0.04
C 0.4766 -1.1123 0.2022 0.09
C -0.6076 -0.9973 -0.8548 0.06
C -1.7707 -1.8945 -0.5973 0.02
C -0.9656 0.5691 -0.7454 0.01
O 1.6415 -0.7255 -0.0383 0.72
H -0.5578 -1.8633 1.8463 0.00
H 0.9688 -1.2995 2.1397 0.00
H -0.0308 -1.1264 -1.7594 0.00
H -2.7139 -1.8155 -1.1622 0.01
H -1.5182 -2.9396 -0.8049 0.00
H -2.1117 -1.6813 0.4175 0.00
H -1.8427 0.5465 -0.1029 0.00
H -1.4027 1.0458 -1.6317 0.00
H -0.0809 1.1259 -0.4804 0.00
H 1.0961 2.1444 1.0807 0.00
H 1.1045 3.3637 2.0111 0.00
O 0.6296 2.9587 1.2841 0.00
H 2.3629 2.4647 -0.7034 0.00
H 2.3187 0.8542 -0.6910 0.00
O 2.8192 1.6464 -0.9099 0.05
```

The calculation puts the HOMO-LUMO gap (spin up / spin down) at 10.34 / 5.24 eV. As for the spin multiplicity: 2. Its expectation value of S² is 0.755. The calculation puts the LUMO energy (spin up / spin down) at -4.7 / -9.6 eV. The energy relative to the best compared isomer or geometry (same formula, charge and spin) is 2.035 eV. Its net charge is +1.